C18H21BF8INO6 | ωB97M-V/def2-TZVPD

CARTESIAN COORDINATES (ANGSTROEM)
C -1.02 3.35 2.81
C -1.86 2.23 2.26
C -1.53 1.48 0.80
C -1.28 -0.13 0.93
C -2.82 -0.71 0.92
C -3.56 -0.69 -0.56
C -4.54 0.32 -1.04
N -0.62 -0.50 2.28
F -1.16 -0.55 3.53
C 0.73 -0.88 2.33
F 1.52 -1.25 3.52
C 1.32 -0.89 0.76
I 2.48 -2.77 0.44
C 2.25 0.44 0.79
O 1.70 1.55 1.34
C 3.81 0.59 0.32
F 4.72 -0.27 1.17
F 4.27 2.00 0.62
C 4.13 0.25 -1.25
F 5.27 -0.75 -1.23
F 3.04 -0.40 -2.00
C 4.66 1.51 -2.15
F 6.02 2.03 -1.73
F 4.91 0.94 -3.53
C 3.55 2.71 -2.38
O 2.71 2.59 -3.41
O 3.43 3.92 -1.51
C -0.15 -0.87 -0.05
C -0.15 -0.52 -1.65
C 0.21 1.02 -2.05
B -0.51 -2.51 -0.10
O -0.54 -3.30 -1.38
O -0.91 -3.31 1.10
C -0.70 -4.75 0.88
H -0.91 4.32 2.15
H -0.44 3.28 3.85
H -2.78 1.81 2.88
H -0.64 2.09 0.36
H -2.47 1.77 0.12
H -2.95 -1.75 1.48
H -3.46 0.06 1.58
H -3.23 -1.53 -1.34
H -4.21 1.45 -1.15
H -5.65 0.08 -1.40
H 2.51 3.86 -1.08
H 0.63 -1.18 -2.27
H -1.21 -0.79 -2.12
H 0.34 1.04 -3.24
H -0.69 1.77 -1.84
H 1.20 1.45 -1.59
H 0.34 -3.77 -1.52
H -1.48 -5.24 0.13
H 0.42 -5.04 0.63
H -0.92 -5.27 1.93
O -6.45 -0.24 0.70
H -7.31 -0.04 1.00

For the highest occupied orbital energy, the calculation gives -5.8 eV. The LUMO energy is -0.120 Eh.

In the Löwdin picture, each atom carries the following charge in e: C -0.033; C -0.124; C -0.121; C -0.213; C -0.112; C -0.183; C -0.041; N 0.086; F 0.113; C 0.030; F 0.061; C -0.449; I 1.193; C -0.103; O 0.042; C -0.111; F -0.012; F 0.026; C -0.119; F 0.011; F 0.014; C -0.082; F 0.026; F 0.019; C -0.168; O 0.050; O 0.022; C -0.173; C -0.151; C -0.109; B -0.573; O -0.003; O -0.101; C -0.113; H 0.066; H 0.079; H 0.120; H 0.095; H 0.123; H 0.144; H 0.131; H 0.099; H 0.064; H 0.076; H 0.140; H 0.133; H 0.140; H 0.109; H 0.095; H 0.046; H 0.092; H 0.133; H 0.069; H 0.121; O -0.491; H -0.180

C3H8N2 | ωB97M-V/def2-TZVPD

CARTESIAN COORDINATES (ANGSTROEM)
C 0.00 -0.47 -0.70
C 1.01 -1.14 0.21
N 0.11 1.81 0.05
C -0.77 0.59 -0.04
N -1.93 0.58 0.47
H 0.45 -0.12 -1.64
H -0.41 2.55 0.51
H 1.02 1.69 0.48
H -2.42 -0.31 0.31
H -0.85 -1.23 -0.97
H 1.85 -0.47 0.40
H 0.56 -1.40 1.18
H 1.38 -2.07 -0.25

For the highest occupied orbital energy, the calculation gives -9.6 eV. The LUMO energy is 0.038 Eh. The structure (SMILES) is [H]/N=C(/N)CC. The calculation puts the energy above the lowest of the compared OMol25 structures with the same formula, charge and spin at 28.8 kcal/mol.

In the Löwdin picture, each atom carries the following charge in e: C -0.243; C -0.106; N 0.072; C -0.486; N 0.120; H 0.109; H 0.066; H 0.061; H 0.047; H 0.139; H 0.067; H 0.082; H 0.073